(1)
DFT (wB97M-V/def2-TZVPD) results for a structure of composition C26H33IrN5O2.

Computed properties:
Energy above the lowest of the compared OMol25 structures with the same formula, charge and spin   47.5 kcal/mol
Energy   -1538.6049 Eh
HOMO level (alpha / beta)   -13.2 / -13.2 eV
Total charge   +2
Multiplicity   2
Largest force on an atom   1.25 eV/Å
HOMO-LUMO gap (alpha / beta)   6.86 / 6.36 eV
<S²>   0.75

Geometry as XYZ:
```
67
C26H33IrN5O2 wB97M-V/def2-TZVPD
Ir 0.49 -0.35 0.05
O -0.13 -0.47 1.91
C -0.61 -1.55 2.52
C -1.35 -1.33 3.70
C -1.92 -2.38 4.37
C -1.79 -3.70 3.92
C -1.04 -3.94 2.81
C -0.44 -2.89 2.09
C 0.42 -3.20 0.99
N 0.94 -2.31 0.23
C 1.97 -2.64 -0.76
C 3.07 -1.63 -0.50
N 2.44 -0.30 -0.45
C 3.21 0.75 -0.57
C 2.81 2.10 -0.52
C 3.82 3.09 -0.57
C 3.51 4.42 -0.50
C 2.17 4.80 -0.38
C 1.16 3.86 -0.34
C 1.45 2.49 -0.42
O 0.43 1.64 -0.43
H -1.44 -0.31 4.06
H -2.48 -2.18 5.28
H -2.25 -4.51 4.47
H -0.88 -4.96 2.46
H 0.70 -4.24 0.84
H 1.56 -2.50 -1.77
H 2.32 -3.67 -0.67
H 3.85 -1.67 -1.26
H 3.52 -1.83 0.48
H 4.27 0.56 -0.75
H 4.85 2.77 -0.65
H 4.29 5.17 -0.54
H 1.92 5.85 -0.31
H 0.13 4.18 -0.26
C -4.96 2.05 -0.89
C -3.85 2.61 -1.78
C -3.80 4.14 -1.72
C -4.01 2.12 -3.22
N -2.54 2.09 -1.31
N -2.16 2.10 -0.06
H -5.92 2.30 -1.33
H -4.95 2.48 0.11
H -4.89 0.96 -0.82
H -4.75 4.54 -2.09
H -3.00 4.54 -2.33
H -3.67 4.49 -0.69
H -4.95 2.48 -3.62
H -4.00 1.03 -3.27
H -3.21 2.51 -3.86
H -1.76 2.05 -1.96
H -2.88 2.34 0.62
H -1.17 2.31 0.09
C -5.02 -3.44 -0.74
C -3.81 -2.57 -0.60
C -3.68 -1.64 0.43
C -2.54 -0.88 0.53
N -1.51 -0.97 -0.33
C -1.64 -1.85 -1.34
C -2.75 -2.65 -1.51
H -5.79 -3.18 -0.02
H -4.75 -4.48 -0.60
H -5.44 -3.35 -1.74
H -4.46 -1.52 1.17
H -2.42 -0.17 1.34
H -0.82 -1.89 -2.04
H -2.79 -3.33 -2.35
```

(2)
DFT (wB97M-V/def2-TZVPD) results for a structure of composition C33H66AsF6O33Rb.

Computed properties:
Energy above the lowest of the compared OMol25 structures with the same formula, charge and spin   81.8 kcal/mol
Energy   -6639.1080 Eh
HOMO level   -10.0 eV
Largest force on an atom   4.32 eV/Å
HOMO-LUMO gap   9.42 eV

Geometry as XYZ:
```
140
C33H66AsF6O33Rb wB97M-V/def2-TZVPD
Rb 0.98 -0.82 -3.60
As 0.03 -0.17 0.14
F 1.80 -0.08 0.01
F 0.08 -1.76 -0.68
F -1.79 -0.28 0.22
F 0.12 1.43 0.96
F -0.06 0.69 -1.42
F 0.12 -0.99 1.76
C 4.94 0.97 -0.85
O 5.20 1.68 -2.07
C 4.66 1.28 -3.21
O 3.79 0.35 -3.25
O 5.19 1.95 -4.21
C 4.69 1.89 -5.55
H 3.86 0.84 -0.72
H 5.31 1.51 0.03
H 5.46 0.01 -0.81
H 3.66 2.27 -5.58
H 4.91 0.92 -6.00
H 5.25 2.56 -6.20
C -1.21 3.35 -2.81
O -0.48 3.97 -3.80
C 0.32 3.21 -4.56
O 0.59 2.04 -4.26
O 0.66 3.93 -5.67
C 1.11 3.27 -6.82
H -0.60 2.94 -2.01
H -1.77 2.51 -3.22
H -2.00 3.98 -2.40
H 0.74 3.82 -7.69
H 0.66 2.28 -6.96
H 2.20 3.20 -6.83
C -3.06 0.41 -2.17
O -4.31 0.33 -1.59
C -5.22 -0.62 -1.91
O -5.18 -1.42 -2.79
O -6.12 -0.66 -0.93
C -7.33 -1.31 -1.22
H -2.40 -0.43 -1.95
H -2.44 1.24 -1.82
H -3.20 0.47 -3.25
H -7.80 -1.06 -2.17
H -8.08 -1.06 -0.47
H -7.22 -2.39 -1.26
C 4.53 4.64 2.58
O 4.62 3.30 2.20
C 3.78 2.40 2.80
O 2.91 2.79 3.59
O 4.04 1.17 2.34
C 3.43 0.07 2.95
H 5.08 5.12 1.78
H 5.14 4.92 3.44
H 3.48 4.92 2.70
H 3.65 -0.82 2.37
H 2.37 0.26 3.10
H 3.80 -0.10 3.96
C -5.21 4.74 4.00
O -4.43 3.62 4.38
C -3.89 2.76 3.49
O -3.96 2.87 2.28
O -3.30 1.78 4.15
C -2.67 0.66 3.40
H -5.63 5.29 4.84
H -6.03 4.49 3.32
H -4.54 5.41 3.46
H -1.59 0.64 3.53
H -2.81 0.77 2.32
H -2.99 -0.30 3.79
C -1.49 -4.91 -1.30
O -2.71 -5.61 -1.18
C -3.83 -5.05 -1.51
O -3.97 -4.13 -2.32
O -4.95 -5.70 -0.95
C -6.14 -4.90 -0.76
H -0.67 -5.59 -1.10
H -1.47 -4.24 -0.43
H -1.23 -4.42 -2.24
H -6.84 -5.57 -0.26
H -6.51 -4.54 -1.72
H -5.96 -4.02 -0.14
C 3.26 -2.78 -1.73
O 3.94 -2.93 -3.00
C 5.17 -2.49 -3.14
O 5.94 -2.32 -2.18
O 5.46 -2.45 -4.47
C 6.78 -2.17 -4.94
H 3.13 -1.71 -1.53
H 3.68 -3.17 -0.81
H 2.22 -3.08 -1.83
H 7.36 -1.56 -4.25
H 6.63 -1.62 -5.87
H 7.35 -3.09 -5.08
C 2.15 3.11 -1.04
O 3.01 3.78 -1.93
C 3.45 5.01 -1.68
O 3.36 5.57 -0.59
O 4.04 5.49 -2.80
C 4.66 6.77 -2.74
H 2.58 2.98 -0.04
H 1.88 2.16 -1.50
H 1.32 3.80 -0.89
H 5.27 6.73 -3.65
H 5.27 6.89 -1.85
H 3.96 7.60 -2.87
C -0.25 -8.87 2.57
O -0.11 -7.47 2.93
C 0.21 -6.54 1.97
O 0.27 -6.67 0.79
O 0.34 -5.42 2.63
C 0.53 -4.21 1.91
H -1.22 -9.16 2.16
H -0.12 -9.41 3.51
H 0.54 -9.22 1.91
H -0.25 -4.07 1.16
H 1.50 -4.17 1.40
H 0.42 -3.35 2.57
C 0.10 3.76 3.50
O -0.95 4.54 3.89
C -0.89 5.20 5.01
O 0.02 5.17 5.84
O -2.13 5.80 5.14
C -2.40 6.69 6.20
H 0.79 4.18 2.77
H -0.28 2.81 3.11
H 0.70 3.45 4.35
H -3.12 6.23 6.88
H -2.92 7.51 5.71
H -1.55 7.14 6.72
C -3.52 -7.62 3.58
O -2.99 -6.55 2.78
C -3.58 -5.27 2.67
O -4.62 -4.91 3.26
O -2.79 -4.46 1.95
C -3.06 -3.04 1.73
H -4.03 -7.19 4.45
H -2.77 -8.36 3.83
H -4.30 -8.13 3.02
H -2.42 -2.47 1.05
H -3.01 -2.55 2.70
H -4.11 -2.86 1.48
```

(3)
DFT (wB97M-V/def2-TZVPD) results for an isolated molecule of C6H9N.

Computed properties:
Energy above the lowest of the compared OMol25 structures with the same formula, charge and spin   79.8 kcal/mol
SMILES   C=C(C)N=C=CC
Energy   -288.6548 Eh
HOMO level   -7.4 eV
Largest force on an atom   4.74 eV/Å
HOMO-LUMO gap   8.24 eV

Geometry as XYZ:
```
16
C6H9N wB97M-V/def2-TZVPD
C -0.64 -1.83 -1.60
C -0.69 -0.51 -1.49
C -0.75 0.50 -2.58
N -0.60 -0.03 -0.18
C -0.04 0.60 0.67
C 0.36 1.06 2.00
C 1.11 0.24 3.00
H -0.32 -2.41 -0.81
H -0.69 -2.37 -2.52
H -0.10 1.30 -2.20
H -0.38 0.20 -3.59
H -1.77 0.88 -2.75
H 0.62 2.17 2.05
H 2.15 0.56 3.02
H 1.08 -0.81 2.90
H 0.67 0.44 4.07
```

(4)
DFT (wB97M-V/def2-TZVPD) results for a structure of composition C17H17N4O6Sc.

Computed properties:
Energy above the lowest of the compared OMol25 structures with the same formula, charge and spin   0.0 kcal/mol
Energy   -2089.3363 Eh
HOMO level   -8.0 eV
Largest force on an atom   0.15 eV/Å
HOMO-LUMO gap   8.01 eV

Geometry as XYZ:
```
45
C17H17N4O6Sc wB97M-V/def2-TZVPD
Sc 1.39 0.30 0.91
O -0.83 3.47 -1.21
C -2.02 2.85 -1.33
C -2.96 3.45 -2.16
C -4.20 2.87 -2.34
C -4.53 1.68 -1.70
C -3.59 1.08 -0.88
C -2.33 1.64 -0.68
C -1.34 0.95 0.18
O -0.17 1.53 0.35
N -1.65 -0.19 0.71
N -0.56 -0.67 1.43
C -0.81 -1.57 2.30
C 0.18 -2.11 3.21
C -0.17 -3.21 4.01
C 0.70 -3.74 4.92
C 1.96 -3.15 5.07
C 2.33 -2.06 4.31
C 1.45 -1.52 3.36
O 1.83 -0.47 2.65
H -0.31 2.97 -0.55
H -2.70 4.38 -2.65
H -4.93 3.36 -2.99
H -5.50 1.23 -1.83
H -3.82 0.16 -0.37
H -1.84 -1.93 2.38
H -1.16 -3.64 3.88
H 0.42 -4.59 5.53
H 2.66 -3.55 5.80
H 3.30 -1.59 4.43
O 4.67 0.86 -0.13
N 3.55 0.74 0.27
O 2.79 1.80 0.31
C 1.97 -0.54 -4.34
N 1.53 -0.23 -2.98
C 0.95 1.09 -2.72
C 1.68 -1.09 -2.00
O 1.35 -0.88 -0.82
H 1.17 -0.31 -5.04
H 2.20 -1.60 -4.41
H 2.85 0.04 -4.59
H 0.97 1.66 -3.64
H 1.52 1.61 -1.96
H -0.09 0.98 -2.39
H 2.11 -2.06 -2.28
```

(5)
DFT (wB97M-V/def2-TZVPD) results for an isolated molecule of C31H49BO7S.

Computed properties:
Energy above the lowest of the compared OMol25 structures with the same formula, charge and spin   0.0 kcal/mol
SMILES   CCCCCCCCCCCCCCCCc1cc(CCCS(=O)(=O)O)c2c(c1C)C(=O)C(CB(O)O)=CC2=O
Energy   -2160.3100 Eh
HOMO level   -9.2 eV
Largest force on an atom   3.75 eV/Å
HOMO-LUMO gap   8.36 eV

Geometry as XYZ:
```
89
C31H49BO7S wB97M-V/def2-TZVPD
C 1.26 3.12 -7.74
C 0.39 1.93 -8.35
C -1.14 2.30 -8.44
C -1.87 2.44 -7.05
C -2.02 3.95 -6.62
C -2.66 4.14 -5.18
C -3.96 3.29 -4.93
C -4.24 3.16 -3.36
C -3.11 2.30 -2.68
C -3.60 1.51 -1.38
C -3.78 -0.01 -1.76
C -4.04 -0.96 -0.51
C -3.28 -2.34 -0.70
C -2.90 -3.07 0.64
C -2.02 -2.20 1.62
C -1.65 -2.98 2.98
C -0.24 -2.48 3.40
C 0.01 -1.52 4.47
C 1.36 -1.04 4.81
C 1.52 -0.01 5.97
C 2.25 -0.62 7.24
C 1.33 -0.75 8.52
S 1.76 0.55 9.74
O 1.44 0.01 11.06
O 1.02 1.75 9.40
O 3.36 0.92 9.75
C 2.51 -1.52 4.07
C 2.28 -2.53 3.00
C 0.94 -3.00 2.67
C 0.75 -4.07 1.53
C 3.54 -3.08 2.24
O 3.66 -4.22 1.86
C 4.69 -2.02 2.04
C 5.49 -2.14 0.71
B 6.15 -0.78 0.19
O 7.36 -0.90 -0.60
O 5.69 0.51 0.45
C 4.89 -1.11 3.02
C 3.98 -1.07 4.29
O 4.47 -0.73 5.34
H 1.47 2.85 -6.68
H 0.75 4.11 -7.80
H 2.20 3.17 -8.36
H 0.75 1.73 -9.40
H 0.53 1.00 -7.75
H -1.65 1.45 -8.99
H -1.32 3.22 -9.06
H -1.35 1.84 -6.24
H -2.90 1.98 -7.15
H -2.58 4.50 -7.42
H -0.98 4.38 -6.58
H -2.95 5.22 -5.06
H -1.84 3.92 -4.44
H -3.91 2.24 -5.32
H -4.83 3.81 -5.42
H -5.25 2.68 -3.22
H -4.25 4.23 -2.98
H -2.29 3.01 -2.39
H -2.69 1.61 -3.47
H -2.76 1.56 -0.64
H -4.54 2.01 -1.02
H -2.87 -0.32 -2.34
H -4.64 -0.07 -2.48
H -5.13 -1.18 -0.48
H -3.76 -0.40 0.42
H -2.38 -2.17 -1.36
H -3.96 -3.00 -1.30
H -2.26 -3.95 0.34
H -3.80 -3.53 1.13
H -2.48 -1.22 1.89
H -1.03 -1.99 1.11
H -2.46 -2.74 3.71
H -1.59 -4.07 2.75
H -0.89 -1.16 5.03
H 0.47 0.25 6.31
H 2.02 0.92 5.59
H 3.18 -0.02 7.41
H 2.61 -1.66 6.98
H 0.23 -0.79 8.29
H 1.58 -1.74 9.00
H 3.89 0.10 9.82
H -0.21 -3.94 0.97
H 1.57 -3.99 0.78
H 0.71 -5.08 2.02
H 6.24 -2.97 0.79
H 4.75 -2.46 -0.08
H 7.09 -0.80 -1.53
H 6.26 1.09 -0.09
H 5.71 -0.36 2.94
```

Question: Number 1 is which compound?
Answer: C26H33IrN5O2